The following is a quantum chemistry calculation of a molecular structure, C28H36As2FeSi at a distorted geometry, from the Open Molecules 2025 dataset.

- strongest force on any atom (eV/A) = 2.1
- charge = +1
- spin multiplicity = 6
- gap between HOMO and LUMO (spin up / spin down) (eV) = 5.7 / 6.6
- E (Eh) = -7112.851985
- highest occupied orbital energy (spin up / spin down) (eV) = -10.183 / -11.301

Geometry (Å):
C1 0.5223 2.8832 0.7404
C2 -0.3821 2.6619 -0.3443
C3 -1.6359 2.2477 0.2124
H1 -0.1724 2.8253 -1.3964
C4 -1.4873 2.1326 1.6264
C5 -0.1637 2.5604 1.9552
H2 0.2043 2.6921 2.9625
H3 1.5357 3.2680 0.6603
H4 -2.5707 2.1157 -0.3221
H5 -2.2629 1.8397 2.3261
Fe1 -0.1372 0.6830 0.6552
C6 -1.8801 -3.0725 -4.6790
H6 -2.6053 -3.0915 -3.8624
H7 -2.2058 -2.3616 -5.4433
H8 -0.8958 -2.7837 -4.3039
Si1 -0.4451 -0.1910 -1.5806
C7 1.1853 -0.2647 -2.4815
C8 1.9815 0.8892 -2.6044
H9 1.6608 1.8385 -2.1727
C9 3.1921 0.8337 -3.3076
H10 3.8143 1.7310 -3.3836
C10 3.5977 -0.3632 -3.9164
H11 4.5452 -0.4055 -4.4591
C11 2.7907 -1.5079 -3.8173
H12 3.0991 -2.4352 -4.3090
C12 1.5975 -1.4662 -3.0790
H13 0.9837 -2.3629 -2.9819
C13 -1.5911 0.7132 -2.7559
C14 -1.1886 1.1813 -4.0175
H14 -0.2147 0.8978 -4.4214
C15 -2.0295 2.0286 -4.7596
H15 -1.6909 2.4170 -5.7237
C16 -3.2917 2.3843 -4.2635
H16 -3.9288 3.0799 -4.8167
C17 -3.7411 1.8350 -3.0532
H17 -4.7293 2.0897 -2.6585
C18 -2.9182 0.9515 -2.3459
H18 -3.2973 0.4818 -1.4353
H19 -1.0394 -1.5474 -1.6034
H20 -1.8158 -4.0720 -5.1231
C19 -0.5290 -3.0931 3.2265
As1 -0.9772 -1.4671 2.1320
C20 -1.3349 -2.8984 0.6277
C21 -0.4208 -0.3584 3.9693
C22 -1.2242 -0.3838 5.0946
C23 -0.7984 0.3011 6.2520
C24 0.4557 0.9278 6.2889
C25 1.3033 0.8474 5.1727
C26 0.8353 0.2263 3.9980
As2 1.6900 0.1856 2.1886
C27 3.1144 1.4599 2.6143
C28 2.7225 -1.4785 2.1727
H21 -0.0625 -3.8548 2.6007
H22 -1.4965 -3.4612 3.6077
H23 0.1092 -2.7849 4.0557
H24 -1.5954 -3.8540 1.0866
H25 -2.1731 -2.5120 0.0387
H26 -0.4455 -2.9955 -0.0015
H27 -2.1623 -0.9457 5.0697
H28 -1.4470 0.3209 7.1342
H29 0.7821 1.4691 7.1870
H30 2.3172 1.2617 5.2172
H31 3.6761 1.6455 1.6910
H32 2.7188 2.4057 3.0018
H33 3.7571 0.9805 3.3630
H34 3.3608 -1.4589 3.0644
H35 2.0917 -2.3740 2.1578
H36 3.3432 -1.4482 1.2725